(1)
{
  "formula": "C52H60N4O20",
  "method": "ωB97M-V/def2-TZVPD",
  "homo_ha": -0.102,
  "spin_multiplicity": 1,
  "homo_lumo_gap_ha": 0.2388,
  "charge": -2,
  "de_lowest_kcal_mol": 0.0,
  "species": ["O", "C", "C", "O", "H", "H", "H", "H", "C", "C", "C", "C", "C", "C", "O", "O", "H", "H", "H", "H", "H", "H", "C", "C", "C", "C", "C", "C", "O", "O", "H", "H", "H", "H", "H", "H", "C", "C", "C", "C", "C", "C", "O", "O", "H", "H", "H", "H", "H", "H", "C", "C", "C", "C", "C", "C", "O", "O", "H", "H", "H", "H", "H", "H", "C", "C", "C", "C", "C", "C", "O", "O", "H", "H", "H", "H", "H", "H", "C", "C", "C", "C", "C", "C", "O", "O", "H", "H", "H", "H", "H", "H", "C", "C", "C", "C", "C", "C", "O", "O", "H", "H", "H", "H", "H", "H", "C", "C", "C", "C", "C", "C", "O", "O", "H", "H", "H", "H", "H", "H", "C", "O", "N", "N", "H", "H", "H", "H", "C", "O", "N", "N", "H", "H", "H", "H"],
  "coordinates": [[2.4973, -23.9929, 17.1907], [2.7010, -23.3173, 18.4055], [2.4919, -24.0685, 19.7265], [3.4339, -24.9781, 20.1688], [2.1533, -22.3545, 18.3810], [3.7429, -22.9417, 18.4076], [1.4636, -24.4802, 19.6954], [2.3710, -23.2984, 20.5180], [8.5052, -24.9480, 22.8438], [7.2277, -24.4209, 23.0169], [6.3393, -24.6547, 21.9792], [6.6256, -25.3905, 20.8122], [7.9680, -25.7168, 20.6383], [8.8414, -25.6869, 21.7277], [10.0721, -26.3052, 21.7334], [5.0980, -24.0909, 22.1278], [9.2010, -24.9037, 23.6748], [7.0836, -23.7146, 23.8209], [5.8313, -25.4125, 20.0736], [8.3683, -26.1770, 19.7397], [10.0865, -27.0324, 21.1066], [4.4639, -24.4010, 21.4229], [3.5190, -23.7730, 13.6891], [3.9225, -23.2166, 12.4845], [4.8759, -23.9086, 11.7104], [5.2707, -25.1784, 12.1311], [4.7165, -25.7697, 13.2373], [3.9169, -25.0398, 14.1139], [3.4454, -25.6065, 15.2225], [5.2292, -23.4349, 10.4720], [2.7901, -23.2356, 14.2781], [3.8359, -22.1759, 12.1894], [6.0101, -25.6906, 11.5250], [4.9755, -26.7212, 13.6928], [3.0035, -24.9848, 15.8582], [4.5164, -22.9400, 10.0667], [5.1581, -20.6420, 15.3039], [6.2316, -19.7748, 15.5818], [6.4705, -19.3611, 16.8706], [5.6130, -19.7753, 17.9011], [4.6128, -20.7018, 17.6405], [4.3835, -21.1522, 16.3357], [3.3741, -22.0174, 16.0745], [7.5701, -18.6185, 17.2124], [5.1179, -21.0192, 14.2910], [6.9612, -19.4823, 14.8348], [5.6000, -19.3077, 18.8765], [4.0337, -21.0042, 18.5036], [3.2847, -22.6103, 16.8517], [8.2205, -18.5818, 16.5081], [-0.5070, -22.0324, 19.8956], [-0.8153, -22.6149, 18.6786], [-2.1327, -22.5996, 18.1874], [-3.0868, -21.9773, 18.9478], [-2.8269, -21.4381, 20.2026], [-1.5151, -21.3887, 20.6220], [-1.1380, -20.7295, 21.7723], [-2.4662, -23.3687, 17.0951], [0.4875, -22.0099, 20.3201], [-0.0499, -23.0145, 18.0201], [-4.0687, -21.8236, 18.5099], [-3.6022, -20.9511, 20.7810], [-1.7233, -21.0974, 22.4539], [-1.6824, -23.3582, 16.5250], [2.9126, -21.3063, 22.6328], [1.9724, -20.3114, 22.3361], [1.4885, -19.4602, 23.3490], [1.9599, -19.6406, 24.6573], [2.8799, -20.6312, 24.9454], [3.4129, -21.4036, 23.9148], [4.5033, -22.2122, 24.1180], [0.6760, -18.4298, 23.0478], [3.3202, -21.8689, 21.8019], [1.5094, -20.3082, 21.3578], [1.5769, -19.0888, 25.5066], [3.2068, -20.9029, 25.9407], [4.6908, -22.5964, 23.2398], [0.3878, -18.4628, 22.1308], [-2.3795, -26.1890, 18.7867], [-1.0052, -26.1063, 18.5652], [-0.4530, -26.4585, 17.3309], [-1.2551, -26.9084, 16.3029], [-2.6082, -27.1074, 16.5499], [-3.1430, -26.8113, 17.8321], [-4.4795, -27.0437, 17.9938], [0.8851, -26.3106, 17.0932], [-2.7419, -25.9929, 19.7870], [-0.3496, -25.7424, 19.3459], [-0.9000, -27.2181, 15.3294], [-3.2131, -27.5203, 15.7517], [-4.9145, -27.5600, 17.3190], [1.2758, -25.4104, 17.1634], [0.3116, -23.2786, 23.5548], [1.1851, -24.2123, 22.9815], [0.6783, -25.3593, 22.4023], [-0.6848, -25.6311, 22.4950], [-1.5926, -24.6981, 23.0115], [-1.0476, -23.5246, 23.5512], [-1.8105, -22.4778, 24.0053], [1.4821, -26.3125, 21.8778], [0.7441, -22.3312, 23.8445], [2.2598, -24.0979, 23.0539], [-1.0352, -26.6032, 22.1719], [-2.6413, -24.9386, 23.1289], [-2.7475, -22.6621, 23.8764], [2.2339, -25.8255, 21.4687], [4.8040, -30.3796, 22.9983], [5.3461, -29.9777, 21.7917], [5.1170, -28.6824, 21.3668], [4.3283, -27.8569, 22.1362], [3.6814, -28.2593, 23.2843], [3.9469, -29.5619, 23.7563], [3.3306, -29.9465, 24.9134], [5.6784, -28.1822, 20.2263], [5.0008, -31.3898, 23.3463], [6.1374, -30.5443, 21.3125], [4.2244, -26.7876, 21.9832], [2.9231, -27.6384, 23.7384], [3.6213, -30.8249, 25.1758], [6.1298, -28.9357, 19.8308], [-0.0263, -23.1175, 14.3970], [-0.5418, -22.3476, 13.5835], [0.0312, -24.4637, 14.2541], [0.4169, -22.7019, 15.6222], [0.5573, -25.0746, 14.8602], [-0.2769, -24.8737, 13.3904], [1.1630, -23.2120, 16.1080], [0.2428, -21.7146, 15.7157], [6.6484, -25.3250, 16.4996], [6.0514, -26.3273, 16.8097], [8.0226, -25.3239, 16.2476], [6.1286, -24.0760, 16.2284], [8.4606, -26.2253, 16.2653], [8.4244, -24.4980, 15.8537], [5.1257, -23.9916, 16.1594], [6.6852, -23.2580, 16.3832]],
  "forces_ev_per_angstrom": [[-1.08, -0.79, 0.23], [0.82, -0.44, -0.11], [-0.22, 0.11, 0.80], [-0.05, 0.14, 0.45], [-0.60, -0.11, 0.47], [0.27, -0.45, 0.51], [-0.07, -0.31, -0.28], [-0.05, 0.57, -0.18], [-0.02, -0.55, 0.90], [1.36, -0.08, -1.25], [-1.66, 0.34, 0.17], [0.91, 1.67, 0.68], [0.00, -1.42, 0.29], [-0.48, 0.76, -0.06], [0.57, 0.01, -0.13], [0.15, 0.05, 0.33], [0.18, 0.10, -0.14], [-0.62, -0.22, 0.11], [0.19, -0.34, -0.25], [-0.40, -0.07, -0.21], [-0.21, 0.09, -0.11], [-0.54, -0.27, -1.00], [-0.96, 0.62, -0.03], [2.23, -0.55, -0.24], [-1.87, -0.44, 0.94], [0.42, 0.24, -1.30], [0.34, -0.05, 2.10], [-0.92, 0.71, -1.36], [-0.10, -0.37, 0.28], [1.16, -0.01, -0.57], [0.21, 0.10, 0.16], [-0.94, 0.04, 0.23], [-0.14, -0.20, -0.04], [0.39, -0.25, -0.73], [0.43, 0.09, 0.22], [-0.20, 0.04, 0.31], [1.19, 0.10, -0.08], [-0.23, -0.41, 0.30], [-0.24, -0.39, 0.50], [-0.35, 0.10, -0.55], [0.60, 0.98, 0.18], [-0.45, 0.20, -0.13], [1.22, 1.23, -0.31], [0.22, 0.64, 0.53], [-0.56, -0.12, 0.03], [-0.23, -0.04, -0.33], [0.63, -0.16, 0.12], [-0.28, -0.10, -0.39], [-0.72, -0.61, -0.86], [-0.22, -0.12, -0.24], [-0.52, 0.57, -0.20], [0.04, 0.19, -0.38], [1.00, -0.96, 0.64], [-1.44, 0.22, -0.29], [0.52, 0.48, -0.47], [0.57, -0.64, 0.00], [-0.58, -0.19, 0.26], [0.04, 1.13, 0.01], [0.12, -0.19, -0.22], [0.06, -0.30, 0.44], [-0.13, -0.44, 0.16], [-0.05, 0.06, -0.08], [0.52, 0.32, 0.41], [0.05, -0.28, -0.18], [-0.57, 1.49, -0.57], [-0.26, -0.48, 1.01], [1.43, -1.04, -0.49], [-0.55, -0.14, 0.05], [0.46, -0.86, -0.56], [0.80, -0.17, -0.19], [-0.62, 0.26, 0.16], [-0.80, 0.94, 0.40], [0.00, -0.30, 0.17], [0.16, 0.33, -0.11], [-0.21, 0.33, -0.28], [-0.01, 0.48, 0.16], [0.35, -0.62, 0.35], [0.01, -0.36, 0.01], [0.72, -1.02, 0.61], [-0.10, 0.15, -0.51], [0.97, 1.29, 0.33], [-1.24, -0.75, 0.08], [0.57, 0.22, 1.19], [-0.34, -0.28, -2.99], [-0.94, 0.48, 1.76], [0.01, -0.61, -0.56], [-0.31, 0.23, -0.12], [0.04, 0.03, -0.02], [0.49, 0.28, 0.08], [-0.29, 0.02, 0.15], [0.59, -0.08, -0.47], [0.12, 0.29, 0.71], [0.86, -0.65, -0.92], [-0.46, 0.41, 0.51], [-0.41, -0.69, 0.52], [-0.68, 0.22, -0.06], [1.39, 0.02, 0.68], [0.10, -0.09, -0.71], [-1.02, 0.62, 0.33], [-0.02, 0.33, -0.07], [-0.36, 0.08, 0.42], [0.02, 0.23, -0.21], [0.00, 0.03, -0.21], [-0.09, 0.08, -0.19], [0.09, -0.23, 0.06], [0.65, -0.24, -0.76], [-0.85, -0.41, 1.08], [0.49, 0.65, 0.32], [0.15, 0.25, -0.19], [-0.59, 1.54, 0.68], [0.39, -1.91, 0.12], [0.26, 0.66, -1.34], [-0.12, -0.31, 0.41], [0.07, -0.50, 0.22], [0.06, -0.01, 0.10], [-0.31, -0.35, -0.15], [0.03, -0.18, -1.03], [0.26, 0.17, 0.24], [0.06, 0.01, -0.14], [0.09, 0.28, -0.39], [-0.40, 0.34, 0.35], [0.15, -0.54, 0.11], [-0.02, -0.90, -0.78], [-0.78, 0.24, -0.58], [0.02, 0.20, 0.25], [0.10, 0.25, -0.08], [0.29, 0.26, 0.50], [0.70, 0.05, 0.36], [0.72, 0.56, -0.79], [-0.04, 0.05, -0.02], [-0.63, -0.23, 0.75], [-0.55, -0.64, 0.15], [0.29, 0.20, -0.08], [0.39, -0.25, -0.26], [0.02, 0.10, 0.42], [-0.12, 0.15, -0.03]],
  "lowdin_charge": [-0.348, -0.336, -0.373, -0.292, 0.102, 0.092, 0.086, 0.071, -0.046, -0.011, -0.301, 0.009, -0.018, -0.348, 0.009, -0.030, 0.106, 0.110, 0.111, 0.107, 0.088, 0.048, -0.024, -0.022, -0.342, -0.040, -0.020, -0.362, 0.047, 0.002, 0.089, 0.110, 0.105, 0.122, 0.063, 0.089, -0.008, -0.045, -0.350, -0.007, -0.007, -0.322, -0.015, 0.019, 0.102, 0.104, 0.113, 0.104, 0.011, 0.088, 0.014, 0.000, -0.317, -0.037, -0.031, -0.328, 0.009, 0.038, 0.093, 0.088, 0.111, 0.108, 0.076, 0.073, -0.034, -0.012, -0.340, -0.027, -0.031, -0.338, 0.022, 0.037, 0.107, 0.100, 0.106, 0.112, 0.059, 0.099, -0.016, 0.007, -0.325, -0.037, -0.029, -0.329, 0.019, 0.015, 0.112, 0.105, 0.109, 0.099, 0.084, 0.058, 0.006, 0.011, -0.344, -0.018, -0.019, -0.338, 0.005, 0.026, 0.100, 0.118, 0.113, 0.103, 0.102, 0.060, -0.054, -0.046, -0.313, 0.005, 0.013, -0.318, 0.026, 0.060, 0.098, 0.108, 0.105, 0.115, 0.090, 0.098, -0.692, -0.011, 0.180, 0.158, 0.081, 0.103, 0.057, 0.116, -0.653, 0.057, 0.121, 0.184, 0.082, 0.071, 0.076, 0.089]
}

***

(2)
{
  "formula": "C5H7ClS2",
  "method": "ωB97M-V/def2-TZVPD",
  "homo_ha": -0.321,
  "smiles": "C[C@H](/C=C\\Cl)SC=S",
  "spin_multiplicity": 1,
  "homo_lumo_gap_ha": 0.3053,
  "de_lowest_kcal_mol": 54.3,
  "species": ["C", "C", "C", "C", "Cl", "S", "C", "S", "H", "H", "H", "H", "H", "H", "H"],
  "coordinates": [[-1.9172, 0.7108, -0.7818], [-1.3858, -0.6603, -0.4851], [-1.0904, -0.8143, 1.0568], [-0.7331, -0.0222, 2.0337], [-0.7785, 1.6586, 1.8218], [-0.0042, -1.3388, -1.3202], [1.2382, -0.2336, -0.7101], [2.8426, -0.0031, -1.1134], [-2.6630, 0.7245, 0.1596], [-1.2532, 1.5693, -0.8706], [-2.5518, 0.3999, -1.6889], [-2.1794, -1.4707, -0.7215], [-0.7006, -1.8198, 1.2918], [-0.3816, -0.2667, 2.9689], [0.8790, 0.2540, 0.1466]],
  "forces_ev_per_angstrom": [[-3.78, -1.98, 0.12], [-0.68, -1.34, 3.35], [1.38, -2.81, -1.29], [-1.06, 1.39, -1.85], [0.09, 1.80, 0.46], [2.21, 0.54, -1.04], [2.05, -0.98, -1.35], [-2.29, -0.57, 0.16], [1.29, 1.12, -2.44], [-0.19, -0.37, -0.04], [0.78, 1.86, 0.86], [0.98, 1.47, 0.45], [-0.93, -0.05, -0.12], [0.65, -1.02, 1.76], [-0.50, 0.94, 0.96]],
  "lowdin_charge": [-0.158, -0.730, -0.243, -0.571, 0.689, 0.910, -0.973, 0.575, 0.117, 0.061, 0.101, 0.127, 0.109, 0.043, -0.058]
}

***

(3)
{
  "formula": "C17H15NO2",
  "method": "ωB97M-V/def2-TZVPD",
  "homo_ha": -0.307,
  "smiles": "O=C1/C(=C/c2ccc(-c3ccccc3)cc2)CCN1O",
  "spin_multiplicity": 1,
  "homo_lumo_gap_ha": 0.3131,
  "de_lowest_kcal_mol": 92.1,
  "species": ["O", "C", "C", "C", "C", "C", "C", "C", "C", "C", "C", "C", "C", "C", "C", "C", "C", "C", "N", "O", "H", "H", "H", "H", "H", "H", "H", "H", "H", "H", "H", "H", "H", "H", "H"],
  "coordinates": [[1.6074, 1.2325, -4.7961], [2.0161, 0.2295, -4.2627], [1.8162, 0.1069, -2.8310], [0.8658, 0.8619, -2.1572], [0.2340, 0.7675, -0.8288], [-0.1812, 1.8053, -0.0923], [-0.7871, 1.6076, 1.1679], [-1.0399, 0.3230, 1.6598], [-1.7403, 0.2376, 3.0258], [-1.4443, 1.0347, 4.1349], [-2.1459, 0.9392, 5.2213], [-3.2860, 0.0982, 5.2537], [-3.7048, -0.5398, 4.0877], [-2.9011, -0.4667, 2.9448], [-0.9215, -0.7757, 0.7599], [-0.1371, -0.5174, -0.4167], [2.5168, -1.1374, -2.3581], [3.3327, -1.6708, -3.5307], [3.0086, -0.7199, -4.6113], [3.3497, -0.9585, -5.9862], [0.4055, 1.6764, -2.7953], [-0.1653, 2.8062, -0.3977], [-1.1293, 2.4676, 1.6916], [-0.6522, 1.7056, 4.1524], [-1.8752, 1.5816, 6.0871], [-3.8904, 0.0926, 6.1231], [-4.6134, -1.1207, 3.9181], [-3.2741, -1.0682, 2.1870], [-1.1525, -1.8268, 1.0492], [0.0077, -1.3155, -1.1022], [3.1361, -0.9247, -1.4767], [1.8890, -1.9464, -2.0777], [3.1171, -2.7013, -3.7675], [4.4126, -1.7536, -3.4934], [3.3264, -0.1306, -6.4829]],
  "forces_ev_per_angstrom": [[-0.01, -0.37, -2.51], [1.97, 0.87, 0.96], [-2.72, -0.78, 2.96], [0.95, 0.52, -2.60], [0.94, -2.81, -1.37], [-1.42, 0.87, 2.75], [0.77, -1.05, -1.29], [-0.84, 0.18, 0.47], [0.74, 0.32, -3.35], [1.58, -0.83, -3.39], [-3.03, -0.35, 4.15], [-0.18, 0.41, -0.92], [0.37, 0.13, 0.24], [-0.59, -0.10, 3.22], [2.43, 0.81, -0.17], [-1.88, -0.38, 1.79], [1.28, 0.40, 0.73], [0.72, 0.18, -1.82], [-1.76, 1.60, -1.09], [-0.15, -1.01, 1.50], [0.80, -0.89, 0.63], [0.53, 1.28, -0.77], [-0.05, 0.47, 0.58], [1.61, 0.96, -0.48], [-0.39, -0.73, -0.51], [-0.47, -0.19, 0.76], [0.04, 0.24, 0.91], [0.07, -0.57, -2.01], [0.01, 1.07, -0.27], [0.29, -0.66, -0.34], [0.02, -0.06, -0.23], [-0.98, -0.42, 0.41], [-0.94, -0.33, -0.38], [0.43, 0.73, 0.74], [-0.16, 0.48, 0.68]],
  "lowdin_charge": [0.079, -0.414, -0.128, 0.054, -0.244, -0.035, -0.011, -0.153, -0.155, -0.080, -0.104, -0.060, -0.064, -0.053, 0.007, -0.014, -0.107, -0.116, -0.063, 0.027, 0.143, 0.103, 0.105, 0.102, 0.126, 0.085, 0.107, 0.093, 0.123, 0.091, 0.134, 0.093, 0.112, 0.117, 0.103]
}